{
  "formula": "C47H43CdN12OSSeSi4",
  "method": "ωB97M-V/def2-TZVPD",
  "elements": ["Cd", "Se", "N", "C", "C", "C", "C", "C", "N", "C", "C", "N", "C", "C", "C", "C", "C", "N", "H", "H", "H", "H", "H", "H", "S", "N", "C", "C", "C", "C", "C", "N", "C", "C", "N", "C", "C", "C", "C", "C", "N", "H", "H", "H", "H", "H", "H", "O", "C", "N", "C", "C", "C", "N", "C", "N", "N", "C", "C", "C", "C", "C", "C", "C", "C", "C", "H", "H", "H", "H", "C", "Si", "C", "C", "Si", "Si", "C", "C", "C", "Si", "C", "C", "C", "H", "H", "H", "H", "H", "H", "H", "H", "H", "H", "H", "H", "H", "H", "H", "H", "H", "H", "H", "H", "H", "H", "H", "H", "H", "H", "H"],
  "xyz": [[0.341900, -0.465411, -0.423666], [1.827405, 5.576134, -6.120875], [0.880573, 5.490557, -4.617904], [1.051761, 4.291077, -4.115421], [0.470490, 3.851884, -2.867493], [-0.307398, 4.695478, -2.067774], [-0.797839, 4.217949, -0.876176], [-0.500032, 2.902816, -0.515580], [0.219000, 2.089104, -1.267044], [0.708294, 2.539577, -2.425308], [1.519341, 1.623594, -3.220073], [1.664726, 0.372580, -2.765129], [2.415676, -0.467785, -3.446005], [3.066194, -0.130904, -4.633570], [2.910551, 1.142262, -5.127466], [2.119609, 2.051312, -4.418271], [1.891803, 3.402736, -4.876225], [2.401270, 3.899642, -5.978418], [-0.494470, 5.704023, -2.410927], [-1.391196, 4.842077, -0.223315], [-0.848041, 2.493035, 0.422698], [2.495837, -1.462224, -3.024263], [3.666557, -0.860635, -5.158237], [3.382283, 1.456342, -6.048556], [-7.829677, 0.830495, -0.540966], [-6.783084, 0.953589, 0.691568], [-5.578420, 0.711490, 0.210883], [-4.349567, 0.722738, 0.966622], [-4.297867, 1.015036, 2.333290], [-3.075042, 1.028321, 2.962724], [-1.938206, 0.698985, 2.217887], [-1.967385, 0.413329, 0.930574], [-3.148966, 0.442540, 0.293154], [-3.151030, 0.184229, -1.142071], [-1.969983, -0.024294, -1.718299], [-1.906058, -0.239230, -3.017226], [-3.034844, -0.282228, -3.837083], [-4.268680, -0.083932, -3.257057], [-4.343592, 0.171833, -1.884569], [-5.579325, 0.433012, -1.192273], [-6.785087, 0.464171, -1.727897], [-5.217549, 1.219053, 2.864577], [-2.982643, 1.287309, 4.007384], [-0.965976, 0.665571, 2.695381], [-0.908571, -0.376381, -3.422103], [-2.928789, -0.483839, -4.893642], [-5.184090, -0.115250, -3.832598], [2.644850, 1.001995, 0.135454], [2.270781, 1.899289, 0.843696], [0.768786, -0.486944, 2.031774], [0.923742, -0.713957, 3.161087], [1.071432, -1.033983, 4.502166], [1.581055, -0.086283, 5.406249], [1.993580, 0.675800, 6.167742], [0.724946, -2.313966, 4.975112], [0.441541, -3.361943, 5.371005], [-2.130366, 8.369099, 5.868696], [-1.563273, 7.563630, 5.260745], [-0.867137, 6.588050, 4.512168], [-0.286713, 5.464720, 5.144816], [0.401671, 4.525302, 4.431780], [0.536952, 4.650329, 3.008567], [-0.064388, 5.791043, 2.376065], [-0.746534, 6.716630, 3.116271], [1.207348, 3.729861, 2.274368], [1.722818, 2.807147, 1.553929], [-0.400404, 5.348471, 6.215302], [0.834522, 3.670265, 4.923172], [0.020153, 5.895288, 1.301553], [-1.215618, 7.562219, 2.627955], [4.740693, -1.579880, -1.542722], [3.727969, -2.696204, -0.380248], [4.497088, -4.432914, -0.567623], [4.175996, -2.060241, 1.353358], [1.368743, -2.777722, -0.683157], [0.585733, -4.187415, 1.075485], [-1.195585, -3.713328, 1.527899], [1.629552, -4.127910, 2.651067], [0.578979, -6.023705, 0.556133], [0.523394, -3.750069, -2.701197], [-1.358334, -3.870516, -2.392331], [1.175229, -5.499011, -3.088972], [0.650867, -2.907004, -4.417016], [5.783037, -1.544685, -1.222249], [4.349684, -0.561107, -1.514359], [4.727663, -1.925677, -2.578561], [5.550019, -4.427486, -0.278598], [4.438069, -4.787588, -1.598911], [3.983752, -5.162222, 0.062237], [5.094007, -1.471585, 1.328558], [4.318266, -2.868780, 2.071047], [3.388559, -1.410471, 1.739344], [-1.267954, -2.629997, 1.651850], [-1.515366, -4.172723, 2.464768], [-1.899917, -4.013538, 0.749513], [1.803231, -3.103172, 2.974575], [2.608488, -4.590545, 2.513236], [1.128623, -4.637497, 3.475289], [-0.218498, -6.236906, -0.158135], [0.436920, -6.681661, 1.415133], [1.528955, -6.293327, 0.091144], [-1.602827, -4.734774, -1.771867], [-1.945302, -3.947738, -3.310193], [-1.701542, -2.979117, -1.860540], [1.103121, -6.156796, -2.222786], [2.227386, -5.456641, -3.378457], [0.628781, -5.971329, -3.908325], [0.389387, -1.848581, -4.382177], [-0.029997, -3.388845, -5.120982], [1.658319, -2.975015, -4.832226]],
  "atomic_forces_ev_per_a": [[0.19, 0.54, 0.11], [-0.06, -0.06, 0.04], [-0.02, -0.12, 0.23], [0.06, 0.43, -0.40], [-0.20, -0.29, 0.54], [0.08, -0.12, -0.13], [-0.02, 0.01, -0.09], [-0.09, 0.15, 0.09], [-0.24, -0.44, 0.18], [-0.26, 0.58, 0.13], [0.45, -0.25, -0.59], [-0.20, 0.15, 0.01], [0.03, -0.05, -0.02], [0.01, 0.07, -0.04], [-0.07, 0.00, 0.10], [0.01, -0.53, 0.35], [0.09, 0.47, -0.42], [0.03, -0.28, 0.13], [-0.02, 0.03, 0.06], [0.01, -0.05, 0.06], [-0.01, 0.11, -0.02], [0.02, 0.01, -0.05], [0.02, -0.04, 0.05], [0.00, 0.02, -0.01], [0.46, -0.09, 0.00], [-0.17, 0.01, 0.01], [-0.25, -0.03, -0.36], [0.48, -0.03, 0.11], [0.08, -0.04, 0.00], [-0.20, -0.02, -0.19], [0.01, 0.17, 0.42], [0.05, -0.15, -0.27], [-0.23, 0.15, 0.71], [-0.27, -0.08, -0.39], [0.60, -0.20, -0.04], [-0.11, 0.04, -0.19], [0.03, -0.04, 0.10], [0.01, 0.04, 0.11], [0.45, -0.12, -0.29], [-0.33, 0.09, 0.45], [-0.13, 0.04, -0.07], [0.00, 0.07, 0.01], [0.04, -0.06, 0.02], [-0.15, 0.09, -0.12], [-0.04, -0.05, -0.03], [-0.02, 0.02, -0.01], [0.00, 0.01, -0.04], [-0.10, 0.05, 0.08], [-0.06, 0.16, 0.07], [0.15, 0.04, 0.10], [-0.03, -0.19, -0.47], [-0.01, 0.00, 0.00], [0.15, 0.26, 0.21], [0.03, 0.11, 0.06], [-0.27, -0.21, 0.24], [-0.10, 0.16, 0.14], [0.04, -0.09, -0.07], [-0.19, 0.26, 0.21], [-0.04, -0.05, 0.06], [0.04, 0.00, -0.25], [-0.27, 0.16, 0.23], [0.40, -0.55, -0.59], [-0.23, 0.24, 0.01], [0.11, -0.16, 0.01], [-0.15, 0.41, 0.38], [0.22, -0.54, -0.29], [0.05, 0.01, 0.02], [0.09, -0.13, 0.10], [0.05, 0.07, 0.06], [0.05, 0.03, -0.02], [-0.44, -0.06, -0.11], [0.72, -0.07, 0.18], [-0.31, 0.16, -0.02], [-0.39, -0.05, -0.08], [0.02, -0.11, -0.34], [-0.17, -0.46, 0.28], [0.19, 0.10, -0.13], [0.12, 0.15, -0.49], [0.00, 0.30, -0.11], [-0.34, -0.57, -0.21], [0.20, 0.10, 0.10], [0.00, 0.18, 0.26], [0.18, 0.29, 0.41], [0.01, -0.10, 0.13], [0.04, 0.06, 0.02], [0.01, -0.01, -0.05], [0.04, 0.09, 0.03], [-0.04, -0.01, -0.04], [-0.02, -0.03, 0.03], [0.04, -0.01, -0.13], [-0.06, -0.06, -0.02], [0.01, 0.04, 0.03], [-0.04, 0.04, 0.02], [0.10, -0.07, 0.05], [0.01, 0.03, -0.08], [0.10, -0.08, -0.06], [0.03, -0.05, -0.13], [-0.06, -0.03, -0.16], [0.00, -0.01, -0.07], [-0.03, 0.08, 0.12], [0.03, -0.03, -0.02], [0.03, -0.01, 0.07], [0.10, -0.04, -0.11], [-0.04, -0.01, 0.04], [0.01, 0.00, 0.03], [0.05, 0.02, 0.00], [-0.09, 0.10, -0.06], [-0.02, 0.02, -0.06], [-0.05, -0.16, 0.10], [0.04, -0.01, 0.00]],
  "total_charge": -1,
  "energy_ev": -181624.226,
  "largest_force_ev_per_a": 0.90,
  "spin_multiplicity": 1,
  "orbital_gap_ev": 3.37,
  "lumo_ev": 0.41
}